(1)
Here is a molecular structure, C29H34Br2NOSb2W at a distorted geometry from the OMol25 dataset. Energies are from ωB97M-V/def2-TZVPD.

Last column: natural (NBO) charge in e.
Positions of all 70 atoms, in Å:
W (-0.5014, 0.6044, -0.9652)  0.8013
C (-2.2435, 3.2868, -2.1732)  -0.6354
C (-1.5584, 1.9693, -2.3857)  -0.0432
C (-0.1875, 1.8538, -2.7412)  -0.3486
C (0.2926, 0.5167, -3.1244)  -0.3500
C (-0.6864, -0.2800, -3.8562)  -0.0533
C (-1.9885, -0.1795, -3.4808)  -0.0665
C (-2.3158, 0.7285, -2.3936)  -0.3172
H (-1.5326, 4.0997, -2.0274)  0.2429
H (-2.9398, 3.2565, -1.3314)  0.2498
H (-2.8385, 3.5212, -3.0610)  0.2789
H (0.3873, 2.7365, -3.0234)  0.3021
H (1.3166, 0.4637, -3.5145)  0.2987
H (-0.3763, -0.8825, -4.6968)  0.2760
H (-2.7796, -0.7015, -3.9979)  0.2848
H (-3.3741, 0.8060, -2.1278)  0.2966
C (1.3524, 3.7823, -0.6886)  -0.6737
C (0.2233, 3.6322, 0.2764)  0.3267
C (-0.0736, 4.6845, 1.1554)  -0.2582
C (-1.0385, 4.5567, 2.1279)  -0.0497
C (-1.6920, 3.3208, 2.2816)  -0.0643
C (-2.6210, 2.9872, 3.3150)  -0.0138
Br (-3.1437, 4.2943, 4.5840)  0.2165
C (-3.1335, 1.7059, 3.4155)  -0.2633
C (-2.7732, 0.7147, 2.5005)  -0.0596
Br (-3.3891, -1.0634, 2.6272)  0.1833
C (-1.9176, 1.0235, 1.4464)  0.2003
O (-1.4904, 0.1404, 0.5345)  -0.5755
C (-1.3657, 2.3161, 1.3376)  0.0964
N (-0.4602, 2.4746, 0.3123)  -0.5097
H (2.1591, 4.3581, -0.2335)  0.2719
H (1.0473, 4.3582, -1.5647)  0.2596
H (1.7440, 2.8069, -1.0120)  0.2189
H (0.4817, 5.6029, 1.0563)  0.2647
H (-1.2674, 5.3811, 2.7847)  0.2717
H (-3.8191, 1.4695, 4.2161)  0.2812
C (-2.7930, -2.6113, -1.3319)  -0.9478
Sb (-0.7073, -2.1269, -1.1263)  1.2783
C (0.2894, -3.3020, -2.6304)  -0.9455
C (-0.3692, -3.5388, 0.5320)  -0.6695
C (1.0363, -3.7787, 0.9593)  -0.0857
C (1.6048, -5.0308, 0.7273)  -0.1858
C (2.8643, -5.3421, 1.2088)  -0.1552
C (3.6088, -4.3838, 1.8883)  -0.1774
C (3.0783, -3.1240, 2.0888)  -0.2050
C (1.7865, -2.8104, 1.6597)  -0.0027
C (1.2213, -1.4832, 2.0058)  -0.6635
Sb (1.6997, 0.1234, 0.5482)  1.2925
C (2.2050, 1.5691, 2.0565)  -0.9509
C (3.6506, -0.4003, -0.1891)  -0.9287
H (-2.9956, -3.5447, -0.8064)  0.2683
H (-3.0538, -2.7429, -2.3808)  0.2480
H (-3.4022, -1.8171, -0.8969)  0.2421
H (-0.1645, -4.2886, -2.6236)  0.2656
H (1.3466, -3.4018, -2.3872)  0.2612
H (0.1783, -2.8792, -3.6250)  0.2341
H (-0.7876, -4.4599, 0.1209)  0.2578
H (-1.0092, -3.2134, 1.3577)  0.2502
H (1.0362, -5.7790, 0.1969)  0.2263
H (3.2614, -6.3331, 1.0690)  0.2484
H (4.5899, -4.6238, 2.2653)  0.2482
H (3.6512, -2.3786, 2.6210)  0.2169
H (1.6593, -1.1174, 2.9395)  0.2649
H (0.1300, -1.4909, 2.0866)  0.2343
H (3.0110, 1.1445, 2.6547)  0.2667
H (1.3435, 1.7544, 2.7035)  0.2447
H (2.5557, 2.5060, 1.6308)  0.2461
H (4.3045, -0.5236, 0.6701)  0.2658
H (4.0391, 0.4084, -0.8081)  0.2576
H (3.6323, -1.3290, -0.7590)  0.2596

Highest occupied orbital energy (spin up / spin down) in eV: -16.03 / -16.03
Total charge: +3
Energy above the lowest of the compared OMol25 structures with the same formula, charge and spin in kcal per mole: 48.1
Spin multiplicity: 1
LUMO energy (spin up / spin down) in eV: -12.2 / -12.2

=====

(2)
Here is a molecular structure, C29H34Br33F9IN3O5PS2 at a distorted geometry from the OMol25 dataset. Energies are from ωB97M-V/def2-TZVPD.

Last column: Löwdin charge in e.
Positions of all 117 atoms, in Å:
C (-5.6494, -1.5005, 6.0693)  0.0331
C (-6.0423, -0.0560, 5.9115)  -0.2178
C (-5.1282, 1.2101, 6.4556)  -0.2574
O (-5.6052, 1.9199, 7.4966)  -0.0388
O (-3.8296, 1.5932, 5.8660)  -0.1425
C (-3.8973, 1.4271, 4.3994)  -0.1973
C (-2.7688, 2.4715, 3.7479)  -0.1376
C (-2.4840, 2.0191, 2.1663)  -0.1898
C (-0.8464, 2.0639, 1.9825)  -0.2162
C (-0.4854, 2.8116, 0.5572)  -0.2072
C (1.1730, 3.0128, 0.5633)  -0.1850
C (1.9778, 1.6576, 0.1123)  -0.2616
C (3.4715, 1.9047, 0.8134)  -0.1388
N (4.4714, 1.7631, -0.3357)  -0.1064
S (6.0534, 1.1116, 0.0804)  0.8945
O (6.3899, 1.6771, 1.5159)  -0.2993
O (6.1059, -0.4312, 0.1710)  -0.2912
C (7.2873, 1.8895, -1.0913)  -0.2233
F (6.5316, 2.3977, -2.2580)  0.0124
F (7.8151, 3.1157, -0.3824)  0.0248
C (8.5982, 0.9762, -1.4442)  -0.0942
F (8.9996, 0.2211, -0.1988)  0.0461
F (9.7326, 1.9486, -1.6697)  0.0554
C (8.4155, -0.0731, -2.6880)  -0.0647
F (7.4187, -1.1740, -2.4100)  0.0253
F (8.0604, 0.5941, -3.9964)  0.0341
C (9.8378, -0.8875, -3.0258)  -0.1335
F (9.4808, -1.7944, -4.1805)  0.0270
F (10.9032, 0.0135, -3.5502)  0.0603
F (10.2728, -1.7842, -1.9307)  0.0685
C (3.6986, 1.0638, -1.4330)  -0.1584
N (4.1600, 0.2447, -2.4422)  0.1087
C (3.3157, -0.4552, -3.4839)  -0.1293
C (3.0978, -2.0671, -3.0959)  -0.6157
O (3.2073, -2.5263, -1.8428)  -0.0987
I (2.6613, -3.3956, -4.8351)  0.8190
N (2.1962, 1.3503, -1.3532)  -0.1752
P (1.5810, 2.5900, -2.5309)  0.2277
S (2.7927, 4.0899, -2.7854)  0.1956
H (-4.6232, -1.9295, 5.6804)  0.0828
H (-6.4464, -2.2146, 6.5607)  0.0838
H (-7.0363, 0.2195, 5.3403)  -0.0073
H (-3.6179, 0.3145, 4.1635)  0.1304
H (-4.9608, 1.6578, 3.9388)  0.1350
H (-3.1878, 3.5735, 3.8214)  0.1314
H (-1.8214, 2.3706, 4.4305)  0.1149
H (-2.8747, 0.9218, 1.9542)  0.0652
H (-2.9875, 2.7714, 1.3957)  0.1222
H (-0.3811, 0.9764, 1.9312)  0.1199
H (-0.3686, 2.7115, 2.8321)  0.1069
H (-0.8415, 2.1236, -0.3349)  0.1072
H (-0.9858, 3.8695, 0.5776)  0.1259
H (1.4428, 3.1921, 1.7116)  0.1225
H (1.5120, 3.9948, 0.0025)  0.1074
H (1.5879, 0.7027, 0.6730)  0.1589
H (3.5781, 3.0393, 1.1196)  0.1491
H (3.6849, 1.3100, 1.8083)  0.0285
H (5.1980, 0.0957, -2.4880)  0.1427
H (3.9641, -0.4784, -4.4826)  0.1485
H (2.2804, 0.0430, -3.7047)  0.1208
H (0.2602, 3.0786, -2.1176)  0.0247
H (1.3567, 2.0123, -3.8629)  -0.2618
C (0.1132, 3.2836, -6.5742)  -1.4820
Br (0.9812, 4.6472, -7.6566)  0.6035
Br (0.8854, 3.1738, -4.7921)  0.7084
Br (-1.8159, 3.5270, -6.5136)  0.5473
H (0.2988, 2.3214, -7.0629)  -0.0407
C (3.2395, -4.9314, 0.7571)  -1.5973
Br (2.1624, -6.1131, -0.3509)  0.5247
Br (2.4245, -4.6284, 2.4973)  0.5509
Br (5.0734, -5.5607, 0.9163)  0.5723
H (3.2771, -3.9624, 0.2486)  -0.0563
C (-3.5258, -0.4342, -7.8489)  -1.5767
Br (-4.8239, 1.0147, -7.8480)  0.5641
Br (-1.7392, 0.1950, -8.2921)  0.5442
Br (-3.5492, -1.4281, -6.1768)  0.5286
H (-3.8246, -1.1307, -8.6391)  -0.0173
C (-1.9019, -5.4546, -4.8919)  -1.5998
Br (-1.0339, -4.0910, -5.9743)  0.4883
Br (-1.1297, -5.5644, -3.1098)  0.4986
Br (-3.8310, -5.2111, -4.8313)  0.5581
H (-1.7163, -6.4167, -5.3806)  -0.1306
C (4.2652, -0.1317, 4.9442)  -1.5778
Br (2.9264, 0.9938, 4.0925)  0.6169
Br (5.1279, 0.7717, 6.4354)  0.5915
Br (3.5337, -1.8565, 5.4679)  0.5714
H (5.0410, -0.3271, 4.1966)  -0.0222
C (-2.9507, 1.6595, 9.9763)  -1.5999
Br (-2.3826, 3.1793, 11.0495)  0.5574
Br (-1.7134, 1.2994, 8.5191)  0.5574
Br (-3.2638, 0.0796, 11.0673)  0.5531
H (-3.9098, 1.9295, 9.5220)  -0.0458
C (-10.4820, 0.2294, 6.8985)  -1.5704
Br (-11.4331, 0.6074, 5.2442)  0.5567
Br (-10.8019, -1.5864, 7.5188)  0.5606
Br (-8.5820, 0.6182, 6.7462)  0.7462
H (-10.8861, 0.9036, 7.6609)  -0.0229
C (-3.0855, 7.7290, -5.2176)  -1.5939
Br (-3.7297, 7.6899, -7.0528)  0.5652
Br (-4.3487, 6.9044, -3.9893)  0.5524
Br (-1.3087, 6.9534, -5.0575)  0.5212
H (-3.0016, 8.7823, -4.9305)  -0.0216
C (-3.4889, -4.4674, 0.3062)  -1.6248
Br (-4.5661, -5.6491, -0.8019)  0.5485
Br (-4.3039, -4.1645, 2.0463)  0.5507
Br (-1.6551, -5.0968, 0.4653)  0.5210
H (-3.4514, -3.4984, -0.2024)  -0.1677
C (-4.8860, -0.5507, -0.5944)  -1.5502
Br (-5.9632, -1.7324, -1.7024)  0.5917
Br (-5.7011, -0.2477, 1.1458)  0.5759
Br (-3.0522, -1.1800, -0.4352)  0.6189
H (-4.8485, 0.4183, -1.1029)  -0.0208
C (-0.8173, -9.8628, -3.3717)  -1.5630
Br (-2.1265, -10.6120, -2.1433)  0.5835
Br (-1.6599, -8.8135, -4.7763)  0.6294
Br (0.5561, -8.8507, -2.4369)  0.5305
H (-0.3169, -10.7061, -3.8590)  -0.0196

Highest occupied orbital energy in eV: -10.32
Total charge: +1
Spin multiplicity: 1
LUMO energy in eV: -4.5

=====

(3)
Here is a molecular structure, C29H34Cl3N2O2PSZr at a distorted geometry from the OMol25 dataset. Energies are from ωB97M-V/def2-TZVPD.

Last column: Löwdin charge in e.
Positions of all 73 atoms, in Å:
Zr (-0.3493, 0.4781, -0.0412)  1.6190
C (1.4480, -0.6194, -2.6300)  -0.1413
C (1.1438, 0.8608, -2.8991)  -0.1509
N (1.0791, 1.6277, -1.6373)  -0.1556
C (2.3652, 2.2015, -1.2032)  -0.2256
C (3.3036, 1.1669, -0.5931)  -0.3598
S (2.4299, 0.1003, 0.6321)  0.9018
C (2.6976, -1.5851, -0.0307)  -0.3739
C (1.4494, -2.1507, -0.7186)  -0.2316
N (0.7018, -1.1091, -1.4470)  -0.1861
H (1.1959, -1.1975, -3.5259)  0.1482
H (2.5137, -0.7553, -2.4524)  0.1053
H (1.9017, 1.2675, -3.5805)  0.1416
H (0.1737, 0.9293, -3.3982)  0.1216
H (0.4717, 2.4311, -1.8134)  0.1243
H (2.8874, 2.6861, -2.0413)  0.1415
H (2.1466, 2.9734, -0.4566)  0.1106
H (3.7548, 0.5274, -1.3461)  0.0786
H (4.1013, 1.6686, -0.0468)  0.0948
H (3.5704, -1.5477, -0.6793)  0.0869
H (2.9594, -2.2074, 0.8253)  0.0885
H (1.7540, -2.9658, -1.3915)  0.1452
H (0.7934, -2.5746, 0.0505)  0.1114
H (-0.1684, -1.5264, -1.7961)  0.1244
C (-0.8529, 1.7917, 5.2452)  -0.0226
C (0.3038, 0.8460, 5.2975)  -0.2572
C (1.0534, 0.7761, 6.4676)  -0.0195
C (2.1063, -0.1069, 6.6098)  -0.0381
C (2.4354, -0.9664, 5.5729)  -0.0587
C (1.7242, -0.8987, 4.3924)  -0.1022
C (0.6628, -0.0006, 4.2393)  -0.3148
P (-0.1492, -0.1176, 2.6045)  1.0735
C (-0.5735, 1.6780, 2.2096)  -0.4251
C (0.5956, 2.4414, 1.9892)  -0.1673
C (0.5378, 3.8040, 1.7403)  -0.0527
C (-0.6952, 4.4404, 1.7120)  -0.0154
C (-1.8487, 3.7038, 1.9104)  -0.0174
C (-1.8264, 2.3240, 2.1215)  -0.2769
C (-3.1341, 1.6118, 2.2732)  -0.0249
C (-1.6999, -1.0285, 2.8876)  -0.3383
C (-2.1597, -1.4004, 4.1480)  -0.0659
C (-3.3059, -2.1676, 4.2641)  -0.0479
C (-3.9706, -2.5896, 3.1233)  -0.0399
C (-3.4914, -2.2552, 1.8686)  -0.0288
C (-2.3418, -1.4837, 1.7243)  -0.3449
C (-1.7607, -1.2248, 0.3593)  -0.2634
H (-1.1676, 2.0437, 6.2558)  0.0977
H (-1.6960, 1.3466, 4.7226)  0.0563
H (-0.5769, 2.7205, 4.7458)  0.0931
H (0.7877, 1.4252, 7.2910)  0.1249
H (2.6603, -0.1319, 7.5358)  0.1198
H (3.2379, -1.6788, 5.6900)  0.1150
H (1.9725, -1.5599, 3.5702)  0.0913
H (1.5663, 1.9780, 2.1651)  0.0756
H (1.4450, 4.3773, 1.6189)  0.1201
H (-0.7513, 5.5037, 1.5457)  0.1260
H (-2.7985, 4.2131, 1.9012)  0.1274
H (-3.9549, 2.2828, 2.0320)  0.0936
H (-3.2837, 1.2722, 3.2977)  0.0942
H (-3.1907, 0.7416, 1.6200)  0.0401
H (-1.6154, -1.0982, 5.0311)  0.1090
H (-3.6708, -2.4474, 5.2405)  0.1171
H (-4.8507, -3.2094, 3.2112)  0.1187
H (-4.0022, -2.6246, 0.9904)  0.1230
H (-2.6043, -1.1087, -0.3437)  0.0432
H (-1.2842, -2.1834, 0.0758)  0.0719
Cl (-3.5724, 1.7469, -3.6471)  0.7041
C (-3.3340, 2.0654, -1.9326)  -1.4694
Cl (-4.3501, 0.9716, -0.9386)  0.7319
Cl (-3.6280, 3.7431, -1.5063)  0.7078
C (-1.9872, 1.6013, -1.4472)  -0.8221
O (-1.5214, 0.5103, -1.8422)  -0.1373
O (-1.3902, 2.2262, -0.5352)  -0.1436

Highest occupied orbital energy in eV: -13.88
Total charge: +2
Energy above the lowest of the compared OMol25 structures with the same formula, charge and spin in kcal per mole: 18.9
Spin multiplicity: 1
LUMO energy in eV: -6.1